159
Properties=species:S:1:pos:R:3:forces:R:3:mulliken_charge:R:1 method="wB97M-V/def2-TZVPD" total_charge=+1 e_tot_ha=-4269.6870
C -1.025435 -1.115676 1.751704 0.6 -0.7 -0.7 -0.8605
C 0.543584 -0.780342 1.284964 -0.6 -0.8 1.3 0.0337
C 0.553635 -0.452081 -0.302741 -0.3 -1.2 0.3 -0.7427
C 1.196074 0.938854 -0.823334 -2.8 0.5 -1.3 -0.0592
C 0.420167 1.162831 -2.297843 -1.0 -0.5 0.7 -0.6657
C 0.521943 -0.143528 -3.283056 0.0 1.0 -0.9 -0.6495
C -0.884892 -0.970647 -3.482957 0.9 -1.9 -0.4 -0.1798
C -0.476587 -2.383196 -4.275925 -0.4 0.6 -1.2 -0.1466
O 0.471163 -3.213201 -3.484349 -2.6 -2.6 0.2 -0.2499
C -0.125781 -4.518334 -3.160080 0.5 -0.8 7.4 0.0673
O -0.177752 -4.872124 -1.846818 0.4 2.4 -8.7 -0.5249
C 0.837175 2.297732 0.015331 -1.4 1.3 -0.9 -0.2189
C -0.666711 2.276840 0.747693 0.3 1.3 0.2 -0.8414
C -1.051526 3.849017 1.159940 -0.5 -1.3 0.4 0.1237
O -0.442190 4.136173 2.486047 -0.2 -0.9 -1.0 -0.5955
C -2.675966 4.070488 1.348770 -0.1 0.7 0.8 -0.6484
N -2.838567 5.548328 1.762037 -0.8 -1.2 -0.7 -0.5053
O 1.910367 2.778643 0.906079 0.3 -1.5 -1.7 0.1924
C 3.080405 3.275896 0.107026 -0.7 -1.1 1.2 0.8698
C 4.406970 3.322214 1.094610 -0.3 1.4 0.7 -1.3877
C 3.984335 3.455013 2.707795 0.6 1.2 -0.1 0.3780
C 5.383153 3.754801 3.542991 0.3 -0.2 -0.3 -0.7027
C 6.133571 2.328078 3.880211 0.0 1.1 -1.5 -0.2602
N 5.538279 1.744218 5.142508 -0.4 -1.4 -0.7 -0.2904
C 4.501772 0.672197 4.859936 0.8 -5.0 -2.5 0.3269
C 2.897507 0.858798 5.290608 0.6 1.2 -1.0 -0.4840
O 4.826050 -0.451044 4.211458 -1.8 6.6 3.6 -0.5615
P 2.749123 5.146712 -0.323880 2.2 3.1 -0.8 0.2047
O 2.114470 6.008312 1.047910 -0.3 -3.4 -1.2 -0.4913
O 1.789212 5.321935 -1.756273 0.5 -0.5 1.0 -0.4811
C 3.290241 2.340691 -1.244538 -2.8 2.4 -1.6 -0.2210
P 5.035377 2.404607 -2.006011 2.3 -0.5 0.3 0.3271
O 5.197335 1.153081 -3.214858 -1.8 0.6 1.4 -0.5251
Cl 5.127303 4.329324 -2.968601 -0.8 -1.9 0.3 -0.1982
N 2.719643 0.915721 -1.070806 1.2 0.0 -0.3 0.4046
C 3.511418 0.148252 -0.037764 2.5 -1.9 2.8 0.2758
C 3.763718 -1.455834 -0.454873 0.5 0.5 -1.3 -0.6503
O 3.542581 -2.383952 0.664215 2.9 -1.6 -2.2 -0.0901
C 4.493789 -3.541873 0.580806 -1.3 -4.4 6.5 0.2254
O 4.456452 -4.455604 1.575096 0.1 6.6 -7.1 -0.4621
H -1.092320 -1.423321 2.880499 0.1 0.9 -2.2 0.0221
H -1.751551 -0.235491 1.471342 1.4 -1.8 0.8 0.2405
H -1.334264 -2.070221 1.120841 0.5 2.0 1.2 0.3582
H 1.150974 -1.770730 1.558552 -1.1 2.3 -0.9 0.2629
H 0.985783 0.060260 1.979266 -0.9 -1.4 -1.6 -0.2892
H -0.589699 -0.455724 -0.650699 2.7 0.3 0.8 0.2553
H 1.014475 -1.408827 -0.849891 -0.9 2.3 1.0 0.1269
H -0.732083 1.249985 -1.994607 2.7 0.0 -0.6 0.3760
H 0.682990 2.183134 -2.800554 -0.2 -2.0 0.9 0.4412
H 1.401981 -0.837411 -2.932358 -1.9 1.0 -0.7 0.0876
H 0.822906 0.253780 -4.366462 -0.6 -0.9 2.3 0.2640
H -1.672391 -0.437847 -4.174991 1.7 -0.9 1.5 0.2875
H -1.402635 -1.309751 -2.489966 1.1 0.9 -1.7 0.1535
H 0.099566 -2.122481 -5.284575 -1.3 -0.4 2.1 -0.0393
H -1.412256 -3.047431 -4.534797 1.9 1.7 0.5 0.3745
H -0.516325 -5.311807 -3.938841 0.9 2.2 1.0 0.3868
H 0.695802 3.160073 -0.801574 0.3 -1.9 1.5 0.1095
H -1.506705 1.912834 -0.011516 2.0 0.5 1.6 0.1735
H -0.671559 1.684201 1.760547 0.0 0.9 -2.2 0.1955
H -0.601408 4.590566 0.340349 -1.1 -1.4 2.1 0.1367
H -0.590633 3.381090 3.127840 0.0 1.2 -1.4 0.3878
H -3.116101 3.455760 2.264802 1.3 0.8 -1.9 0.2234
H -3.315994 3.784117 0.410852 1.4 0.6 1.5 0.2831
H -3.405667 6.067872 1.056335 0.6 -0.7 1.0 0.2378
H -3.299754 5.610385 2.700333 0.6 -0.1 -1.5 0.3181
H 4.974901 4.346603 0.862021 -1.2 -2.2 0.3 0.4773
H 5.190165 2.478481 0.894580 -1.7 1.4 0.4 0.3497
H 3.380893 2.533046 3.100363 1.3 1.7 -0.8 -0.2598
H 3.308807 4.424744 2.876019 1.3 -2.2 -0.6 0.0486
H 6.120482 4.408250 2.869293 -1.7 -1.4 1.3 0.2969
H 5.190289 4.402781 4.518859 0.3 -1.7 -2.0 0.4015
H 5.975406 1.646144 2.913978 0.4 1.1 2.2 0.0737
H 7.292173 2.515340 3.961747 -2.4 -0.5 0.2 0.3814
H 6.316312 1.371908 5.743338 -1.3 0.1 -0.9 0.3188
H 2.684036 2.026880 5.398110 0.5 -2.6 0.1 0.2744
H 2.244931 0.511451 4.360219 1.5 0.4 2.1 -0.0492
H 2.613283 0.264014 6.261176 0.7 1.2 -2.0 0.3245
H 1.713668 5.403285 1.738595 0.0 0.8 -0.9 0.3171
H 2.331517 5.871955 -2.394887 -0.8 -0.8 1.4 0.3490
H 2.600473 2.868384 -2.065692 1.2 -1.3 1.7 0.4155
H 4.914492 0.253996 -2.873373 0.6 1.5 -0.5 0.3622
H 2.924156 0.444944 -2.003528 -0.8 0.6 1.2 0.6678
H 3.081309 0.249024 1.072330 0.5 -0.3 -2.8 -0.2244
H 4.635265 0.536011 0.096043 -2.7 -0.3 -0.7 0.4634
H 4.890275 -1.607764 -0.818811 -2.3 0.7 0.8 0.3988
H 3.102297 -1.691774 -1.410779 1.0 0.2 2.1 0.1344
H 5.276531 -3.685494 -0.282987 -1.8 0.9 1.4 0.2930
C -1.388176 4.554744 -6.490485 0.1 0.2 0.1 -1.4056
C -0.872663 3.161067 -6.157075 0.0 0.3 -0.5 -0.2194
C -1.706998 2.449306 -5.092328 0.2 -0.1 -0.1 0.2457
C -1.632311 3.116033 -3.785758 -0.3 0.6 1.1 0.3462
N -1.578257 3.645735 -2.754408 0.0 -0.7 -1.2 -0.4559
H -1.331845 5.221183 -5.624014 -0.1 0.0 -0.1 0.3272
H -0.785394 4.997283 -7.289801 -0.1 -0.1 0.1 0.4230
H -2.428096 4.517763 -6.830410 0.1 0.0 0.0 0.3047
H 0.173173 3.230713 -5.834941 -0.1 -0.1 0.0 0.2998
H -0.885592 2.557559 -7.072756 0.0 0.3 0.7 0.3412
H -1.341010 1.421316 -4.986716 -0.1 0.2 0.1 -0.5386
H -2.751121 2.382269 -5.418525 0.1 0.1 0.2 0.5500
C -8.108734 5.822382 2.314739 0.0 0.2 0.0 -1.1479
C -7.493055 4.546163 1.756654 -0.2 0.3 -0.2 -0.3727
C -6.835010 3.676763 2.827882 0.0 -0.2 -0.3 -0.3950
C -5.669114 4.328828 3.438392 0.9 0.5 0.8 0.3827
N -4.751115 4.845976 3.925246 -1.4 -0.8 -0.6 -0.6012
H -7.348177 6.476363 2.752855 -0.1 -0.1 0.0 0.3363
H -8.606361 6.380476 1.515370 0.1 -0.1 0.2 0.3304
H -8.853324 5.595112 3.084340 0.1 0.0 -0.1 0.3058
H -6.764291 4.806853 0.979906 0.0 -0.1 0.1 0.2368
H -8.284053 3.962770 1.269998 0.2 0.0 0.1 0.3253
H -6.513676 2.734535 2.368735 0.1 0.1 0.2 0.2704
H -7.566901 3.419011 3.601827 0.2 0.1 0.0 0.3350
C -4.498947 -4.093014 5.678187 -0.1 0.0 0.0 -1.1735
C -3.092379 -4.445946 5.213151 -0.4 -0.3 -0.1 -0.5120
C -2.012541 -3.561993 5.836837 0.2 -0.3 -0.1 0.0900
C -2.124354 -2.160095 5.413273 -0.1 1.2 -0.2 0.1971
N -2.215694 -1.051024 5.083414 0.1 -1.4 0.4 -0.5221
H -4.780081 -3.080203 5.372796 0.0 -0.1 0.1 0.3257
H -5.224577 -4.785612 5.240169 0.1 0.1 0.1 0.3415
H -4.580621 -4.160128 6.767762 0.0 0.0 -0.1 0.3089
H -3.047788 -4.383816 4.119284 0.1 0.0 0.1 0.2925
H -2.888929 -5.489428 5.482623 0.1 0.2 0.0 0.3547
H -1.028988 -3.944310 5.539648 -0.1 0.2 0.1 0.0091
H -2.061133 -3.627182 6.929760 0.0 0.1 -0.2 0.3140
C -3.993980 -8.186348 -5.019736 0.1 -0.1 -0.1 -1.1212
C -3.934559 -7.410003 -3.710916 0.1 -0.5 -0.1 -0.4314
C -4.273900 -5.928537 -3.873744 -0.1 0.0 0.4 -0.4328
C -3.283186 -5.214648 -4.689877 0.5 0.6 -0.7 0.3038
N -2.503660 -4.651185 -5.339522 -1.1 -0.9 0.8 -0.5530
H -3.249453 -7.823638 -5.735419 -0.1 0.0 0.0 0.3315
H -3.790976 -9.246399 -4.837595 0.0 0.2 -0.1 0.3341
H -4.983775 -8.104546 -5.480133 0.1 0.0 0.0 0.3008
H -2.937623 -7.523983 -3.268740 -0.2 0.1 0.0 0.2935
H -4.648672 -7.857296 -3.008895 0.1 0.2 0.0 0.3126
H -4.314970 -5.465159 -2.881041 0.1 0.1 -0.2 0.2611
H -5.270709 -5.819678 -4.316026 0.2 0.1 -0.1 0.3361
C 2.353371 -4.132692 7.005897 0.0 0.1 -0.1 -0.9988
C 1.958374 -3.713325 8.415634 0.2 0.2 -0.3 -0.3946
C 1.456918 -4.876300 9.271462 0.1 0.2 0.3 -0.4374
C 0.199717 -5.441785 8.764613 -1.0 -0.7 -0.4 0.2991
N -0.790784 -5.892793 8.361265 1.3 0.7 0.4 -0.4465
H 1.495150 -4.518929 6.447005 0.1 0.0 0.1 0.2473
H 2.749199 -3.273585 6.455125 0.0 -0.2 0.0 0.2413
H 3.126999 -4.906853 7.028846 -0.1 0.1 0.0 0.3318
H 1.194755 -2.928497 8.357979 0.1 -0.1 0.1 0.2900
H 2.834723 -3.271333 8.905039 -0.2 -0.1 0.1 0.3080
H 1.296547 -4.517331 10.294832 -0.1 -0.2 -0.1 0.2836
H 2.223125 -5.657994 9.325995 -0.2 0.0 -0.1 0.2944
C 2.156472 -1.918448 -8.131117 0.1 0.0 0.1 -1.0933
C 0.883986 -2.165918 -8.930360 0.2 -0.3 0.3 -0.3378
C 0.447462 -0.956552 -9.756972 -0.2 -0.3 -0.2 -0.6639
C 0.055826 0.182742 -8.916819 -0.3 1.1 0.6 0.3591
N -0.248324 1.085331 -8.253483 0.6 -1.7 -1.2 -0.4741
H 2.015257 -1.128702 -7.386505 0.0 0.0 -0.1 0.2240
H 2.448908 -2.828878 -7.598491 0.0 0.1 -0.1 0.3067
H 2.982875 -1.629404 -8.788277 -0.1 0.0 0.1 0.3957
H 0.081361 -2.467231 -8.246695 0.0 0.1 -0.2 0.2539
H 1.058743 -3.009143 -9.609545 -0.1 0.2 0.0 0.3129
H -0.405892 -1.245887 -10.381422 0.1 0.2 0.1 0.2900
H 1.252630 -0.659064 -10.438365 -0.1 0.1 0.2 0.2999